No. 1
{
  "formula": "C27H30N6O5S2",
  "method": "ωB97M-V/def2-TZVPD",
  "spin_multiplicity": 1,
  "smiles": "C=CCn1c(=O)c2ccccc2n2c(SCC(=O)Nc3sc(C(=O)N(CC)CC)c(C)c3C(=O)OCC)nnc12",
  "species": ["C", "C", "C", "N", "C", "N", "N", "C", "N", "C", "C", "C", "C", "C", "C", "C", "O", "H", "H", "H", "H", "S", "C", "H", "C", "O", "N", "C", "C", "C", "C", "S", "C", "O", "N", "C", "C", "H", "H", "H", "H", "H", "C", "C", "H", "H", "H", "H", "H", "C", "H", "H", "H", "C", "O", "O", "C", "C", "H", "H", "H", "H", "H", "H", "H", "H", "H", "H", "H", "H"],
  "positions_angstrom": [[3.0813, 3.5579, -2.5918], [2.5962, 2.6280, -3.3909], [1.4173, 1.7699, -3.0395], [1.8539, 0.4008, -2.7861], [2.3826, 0.1311, -1.5656], [2.4497, 0.9369, -0.5434], [3.0002, 0.2468, 0.4713], [3.2607, -0.9605, 0.0600], [2.8999, -1.1086, -1.2598], [2.8737, -2.1520, -2.1672], [3.3937, -3.4119, -1.8934], [3.3021, -4.4086, -2.8448], [2.7042, -4.1642, -4.0747], [2.2027, -2.9114, -4.3555], [2.2814, -1.8890, -3.4104], [1.7427, -0.5634, -3.7659], [1.2286, -0.3119, -4.8375], [1.7395, -2.6841, -5.3036], [2.6366, -4.9517, -4.8091], [3.7018, -5.3865, -2.6242], [3.8601, -3.6068, -0.9414], [3.8490, -2.2230, 1.1043], [3.5351, -1.4202, 2.7003], [3.8581, -2.1347, 3.4592], [2.0978, -1.0110, 2.9626], [1.8036, -0.3407, 3.9287], [1.1669, -1.4319, 2.0719], [-0.1013, -0.9181, 2.0709], [-1.0134, -1.0346, 1.0338], [-2.2491, -0.3796, 1.3467], [-2.2066, 0.2344, 2.5632], [-0.6860, -0.0032, 3.3923], [-3.3470, 0.9184, 3.2345], [-4.3817, 0.3099, 3.4537], [-3.1786, 2.2155, 3.5746], [-2.0393, 3.0200, 3.1808], [-2.0981, 3.4059, 1.7035], [-3.0238, 3.9330, 1.4833], [-2.0496, 2.5180, 1.0788], [-1.2601, 4.0518, 1.4567], [-2.0481, 3.9218, 3.7957], [-1.1088, 2.4882, 3.3869], [-4.2685, 2.8941, 4.2514], [-3.9943, 3.0417, 5.7448], [-4.8276, 3.5466, 6.2257], [-3.0888, 3.6181, 5.9216], [-3.8731, 2.0601, 6.1952], [-5.1666, 2.2906, 4.1026], [-4.4171, 3.8744, 3.7895], [-3.4372, -0.3399, 0.4471], [-4.2780, 0.1140, 0.9633], [-3.7102, -1.3488, 0.1477], [-3.2151, 0.2261, -0.4566], [-0.6379, -1.7122, -0.1984], [0.4664, -2.2152, -0.3764], [-1.5901, -1.7189, -1.1262], [-1.3216, -2.3458, -2.3802], [-1.7817, -1.4372, -3.5070], [-2.8444, -1.2310, -3.4112], [-1.5946, -1.9197, -4.4615], [-1.2391, -0.4958, -3.4852], [-0.2504, -2.5614, -2.4535], [-1.8731, -3.2922, -2.3963], [1.3872, -1.9813, 1.2367], [4.1546, -0.5252, 2.7690], [0.7135, 1.7220, -3.8749], [0.9304, 2.1373, -2.1344], [3.0522, 2.4107, -4.3476], [3.9380, 4.1505, -2.8639], [2.6391, 3.7575, -1.6306]],
  "forces_ev_per_angstrom": [[0.04, 0.12, -0.01], [-0.13, -0.12, -0.09], [-0.14, 0.31, -0.11], [-0.20, -0.08, -0.40], [0.34, -0.31, 0.83], [-0.61, 0.63, -1.10], [0.60, -0.79, 0.61], [0.19, 0.24, 0.25], [-0.05, 0.99, 0.20], [-0.13, -0.46, -0.61], [0.01, 0.10, 0.06], [-0.01, 0.09, 0.03], [-0.04, -0.03, -0.05], [0.02, 0.14, 0.12], [0.19, -0.41, 0.12], [-0.12, 0.18, 0.01], [0.04, -0.08, -0.11], [-0.03, 0.02, -0.07], [0.00, -0.06, -0.07], [0.04, -0.08, 0.03], [0.02, -0.10, -0.01], [0.18, -0.35, 0.26], [0.16, 0.12, -0.32], [-0.02, 0.02, -0.05], [0.18, -0.18, -0.07], [0.31, 0.03, 0.18], [-0.19, -0.35, -0.18], [-0.15, 0.15, 0.02], [0.14, 0.05, 0.38], [-0.06, 0.24, 0.26], [0.42, -0.46, -0.09], [-0.64, 0.04, -0.34], [0.05, -0.11, -0.08], [-0.23, -0.19, 0.04], [-0.11, 0.13, 0.20], [0.26, 0.10, -0.43], [0.06, 0.03, 0.26], [-0.09, 0.07, -0.04], [0.02, -0.08, -0.07], [0.09, 0.09, -0.10], [0.04, -0.09, 0.05], [-0.08, 0.22, 0.03], [-0.26, -0.08, 0.27], [-0.06, 0.00, -0.26], [-0.06, 0.07, 0.12], [0.08, 0.07, 0.07], [0.00, -0.09, 0.07], [0.11, 0.19, -0.04], [0.00, -0.05, -0.04], [-0.16, 0.07, 0.05], [-0.06, 0.01, -0.02], [-0.10, 0.00, -0.06], [-0.03, -0.01, -0.09], [0.35, -0.07, 0.12], [-0.20, -0.07, -0.07], [-0.20, 0.20, 0.14], [0.30, -0.28, -0.59], [0.02, -0.12, 0.44], [-0.12, 0.04, -0.06], [0.02, -0.03, -0.13], [0.06, 0.09, -0.04], [-0.25, -0.01, 0.02], [0.11, 0.10, 0.05], [0.03, 0.20, 0.29], [-0.13, -0.06, 0.11], [0.05, -0.01, 0.23], [-0.03, -0.03, -0.11], [0.11, 0.03, -0.12], [0.17, 0.09, -0.10], [-0.12, -0.01, 0.21]],
  "lowdin_charge": [0.02, -0.15, -0.13, 0.07, -0.29, 0.11, 0.05, -0.60, 0.09, -0.14, -0.01, -0.05, -0.06, 0.00, -0.06, -0.38, 0.08, 0.12, 0.11, 0.11, 0.05, 1.01, -0.34, 0.09, -0.54, 0.01, 0.09, -0.41, -0.09, -0.24, -0.37, 1.21, -0.48, 0.06, -0.07, -0.22, -0.05, 0.08, 0.06, 0.08, 0.12, 0.08, -0.20, -0.07, 0.07, 0.07, 0.08, 0.12, 0.12, -0.01, 0.08, 0.09, 0.09, -0.39, 0.07, 0.01, -0.19, -0.05, 0.08, 0.08, 0.07, 0.10, 0.13, 0.09, 0.09, 0.12, 0.12, 0.10, 0.05, 0.06]
}

***

No. 2
{
  "formula": "C3H7N3O",
  "method": "ωB97M-V/def2-TZVPD",
  "spin_multiplicity": 1,
  "species": ["N", "C", "O", "H", "H", "H", "C", "C", "N", "N", "H", "H", "H", "H"],
  "positions_angstrom": [[-1.1022, -1.4780, -1.2019], [-0.3118, -1.0711, -0.0843], [1.0450, -1.0597, -0.1965], [-1.3389, -2.4609, -1.1574], [-0.6434, -1.2568, -2.0785], [-0.6776, -1.5964, 0.8072], [1.2168, 0.6997, -0.1289], [-1.0644, 1.1280, 1.0109], [-0.3787, 0.5110, 0.1499], [1.8864, 1.1994, 0.8331], [2.7214, 1.6628, 0.4864], [1.3560, 0.9105, -1.1925], [-1.8829, 0.6414, 1.5377], [-0.8258, 2.1700, 1.2147]],
  "forces_ev_per_angstrom": [[-0.04, 0.40, 0.15], [0.78, 0.77, -0.07], [-0.71, 0.42, -0.02], [0.08, 0.13, -0.02], [0.03, -0.16, 0.10], [-0.15, 0.25, 0.06], [-0.20, 0.21, -0.27], [0.17, 0.23, -0.33], [0.41, -1.97, 0.54], [-0.41, 0.04, -0.25], [-0.09, -0.06, 0.01], [0.02, -0.14, 0.16], [-0.11, 0.07, -0.33], [0.22, -0.20, 0.28]],
  "lowdin_charge": [0.08, -0.46, -0.11, 0.08, 0.08, 0.14, -0.34, 0.09, 0.03, 0.05, 0.03, 0.12, 0.10, 0.10]
}

***

| no. | DFT total energy (eV) |
| --- | --- |
| 1 | -69336.236 |
| 2 | -9738.920 |